C6H18F3HfO6 | ωB97M-V with the def2-TZVPD basis set

HOMO = -0.5147 Ha
E_tot = -28255.81491 eV
Lowest unoccupied orbital energy = -2.73 eV

```
! RIJCOSX wB97M-V def2-TZVPD def2/J DEFGRID3
* xyz 1 1
Hf 0.053 -0.254 0.085
F 0.542 -1.511 1.911
F 0.690 -2.000 -1.160
F -1.014 1.798 -0.128
C -3.052 -1.459 0.753
C -2.732 -0.919 2.131
O -1.684 0.030 1.921
O -1.878 -1.749 -0.028
H -3.653 -0.675 0.284
H -3.679 -2.349 0.801
H -2.287 -1.639 2.825
H -3.638 -0.531 2.597
H -1.666 0.552 2.730
H -2.163 -2.324 -0.744
C -0.587 0.226 -3.297
C 0.492 1.261 -2.989
O 1.260 0.889 -1.833
O -1.226 -0.088 -2.040
H -0.081 -0.695 -3.603
H -1.284 0.397 -4.114
H 0.093 2.252 -2.769
H 1.103 1.348 -3.888
H 2.165 1.150 -2.021
H -1.980 -0.653 -2.222
C 3.251 0.471 1.111
C 2.356 1.026 2.206
O 1.085 1.332 1.620
O 2.527 -0.370 0.170
H 4.016 -0.197 1.511
H 3.845 1.260 0.642
H 2.768 1.871 2.759
H 2.318 0.297 3.019
H 0.823 2.214 1.905
H 3.218 -0.960 -0.144
*
```

C6H18FN3Si | ωB97M-V with the def2-TZVPD basis set

HOMO (alpha / beta) = -0.3169 / -0.2316 Ha
E_tot = -21576.76414 eV
Lowest unoccupied orbital energy (alpha / beta) = 0.30 / -0.14 eV

```
! RIJCOSX wB97M-V def2-TZVPD def2/J DEFGRID3
* xyz 0 1
C -0.308 0.231 -3.243
C -0.212 2.465 -2.479
C 1.884 -1.991 2.160
C 2.161 -0.459 0.506
C -2.710 -0.371 1.119
C -0.598 0.907 1.736
N -0.401 1.072 -2.089
N 1.260 -1.403 1.022
N -1.255 -0.324 1.357
F -1.021 -2.998 0.740
Si -0.328 -1.560 0.574
H 0.708 0.322 -3.626
H -0.597 -0.812 -3.118
H -0.930 0.719 -3.977
H -1.021 2.863 -3.144
H 0.076 3.011 -1.571
H 0.670 2.722 -3.125
H 2.778 -2.597 1.894
H 1.939 -1.314 2.991
H 1.226 -2.837 2.566
H 3.098 -0.933 0.431
H 1.670 0.028 -0.444
H 2.401 0.370 1.122
H -3.197 0.521 1.740
H -2.937 -0.060 0.151
H -3.145 -1.244 1.439
H -0.732 1.096 2.799
H 0.442 0.801 1.447
H -0.921 1.776 1.022
*
```

C6H18FO3S3Sn | ωB97M-V with the def2-TZVPD basis set

HOMO = -0.4549 Ha
E_tot = -53701.08859 eV
Lowest unoccupied orbital energy = -4.75 eV

```
! RIJCOSX wB97M-V def2-TZVPD def2/J DEFGRID3
* xyz 1 1
Sn 0.553 -1.971 -1.870
F 3.199 -2.400 -1.163
C -1.049 1.701 -2.828
S 0.363 2.117 -1.789
O 1.158 0.855 -1.482
C 1.300 3.131 -2.976
H -1.423 2.661 -3.190
H -1.942 1.307 -2.343
H -0.714 0.986 -3.579
H 2.298 3.392 -2.629
H 0.771 4.084 -2.987
H 1.299 2.556 -3.900
C 2.869 -2.545 2.274
S 1.179 -1.833 1.957
O 0.699 -2.722 0.826
C 1.851 -0.328 1.281
H 3.364 -1.881 2.983
H 3.470 -2.610 1.367
H 2.638 -3.521 2.695
H 2.514 -0.601 0.458
H 2.422 0.262 1.999
H 1.044 0.324 0.950
C -2.280 -1.045 2.419
S -1.809 0.113 1.100
O -1.407 -0.710 -0.101
C -3.565 0.572 0.711
H -1.390 -1.203 3.023
H -2.585 -1.996 1.979
H -3.160 -0.676 2.943
H -3.976 1.013 1.617
H -4.162 -0.283 0.394
H -3.528 1.251 -0.140
*
```

C6H18InO8P2 | ωB97M-V with the def2-TZVPD basis set

HOMO = -0.7544 Ha
E_tot = -46611.82336 eV
Lowest unoccupied orbital energy = -17.87 eV

```
! RIJCOSX wB97M-V def2-TZVPD def2/J DEFGRID3
* xyz 3 1
In -2.386 3.682 -0.077
C -0.492 -0.868 -2.614
O -1.709 -1.179 -1.963
P -2.006 -0.670 -0.419
O -1.880 0.800 -0.160
O -1.091 -1.731 0.387
C -0.945 -1.630 1.770
O -3.523 -1.295 -0.175
C -3.866 -2.581 -0.611
H -0.621 -0.308 -3.541
H 0.028 -1.812 -2.777
H 0.234 -0.254 -2.080
H -1.597 -2.352 2.262
H -1.074 -0.611 2.135
H 0.093 -1.770 2.071
H -4.294 -2.493 -1.610
H -4.569 -3.047 0.079
H -3.022 -3.229 -0.847
C 2.539 2.377 -1.905
O 2.752 2.242 -0.501
P 1.516 1.955 0.509
O 0.384 2.864 0.344
O 2.135 1.886 2.005
C 1.349 1.369 3.112
O 1.212 0.381 0.183
C 2.298 -0.502 0.245
H 2.179 3.364 -2.198
H 1.753 1.694 -2.228
H 3.480 2.147 -2.403
H 1.722 0.383 3.391
H 0.283 1.237 2.928
H 1.364 2.059 3.955
H 2.670 -0.600 -0.775
H 2.017 -1.473 0.652
H 3.068 -0.032 0.857
*
```

C6H18KO6 | ωB97M-V with the def2-TZVPD basis set

HOMO = -0.4861 Ha
E_tot = -35112.68524 eV
Lowest unoccupied orbital energy = -3.70 eV

```
! RIJCOSX wB97M-V def2-TZVPD def2/J DEFGRID3
* xyz 1 1
K -0.265 0.304 -0.355
C 1.078 1.900 1.561
C 0.533 0.758 2.487
O -0.391 -0.074 1.870
O 0.174 2.879 1.287
H 1.093 1.447 0.570
H 2.011 2.318 1.941
H 0.162 1.124 3.445
H 1.330 0.092 2.818
H -1.267 0.309 1.778
H -0.515 2.341 0.891
C 1.667 0.618 -2.224
C 2.644 0.221 -1.182
O 2.252 0.312 0.251
O 1.983 0.005 -3.423
H 1.546 1.695 -2.344
H 0.688 0.211 -1.971
H 3.565 0.802 -1.218
H 2.797 -0.853 -1.292
H 2.617 -0.501 0.608
H 1.343 -0.680 -3.624
C -2.168 -2.186 -0.525
C -2.828 -1.452 0.657
O -3.777 -0.475 0.155
O -1.239 -1.415 -1.321
H -2.801 -2.748 -1.212
H -1.689 -3.036 -0.039
H -2.109 -1.133 1.412
H -3.449 -2.144 1.226
H -3.353 0.329 -0.154
H -1.632 -0.964 -2.072
*
```

C6H18MnN5O11 | ωB97M-V with the def2-TZVPD basis set

<S²> = 8.76
HOMO (alpha / beta) = -0.4765 / -0.4765 Ha
E_tot = -67782.07780 eV
Lowest unoccupied orbital energy (alpha / beta) = -7.91 / -7.99 eV

```
! RIJCOSX wB97M-V def2-TZVPD def2/J DEFGRID3
* xyz 1 6
Mn 2.224 2.250 1.617
C 0.002 -0.050 0.845
O 1.004 0.938 0.954
H 0.160 -0.912 1.494
H -0.937 0.428 1.138
H -0.072 -0.398 -0.187
C 3.447 0.623 -1.772
N 4.471 0.017 -0.897
O 4.119 -0.395 0.207
O 5.558 -0.161 -1.364
H 3.436 0.103 -2.725
H 3.711 1.663 -1.969
H 2.470 0.606 -1.296
C 1.364 -2.208 3.610
N 1.767 -3.023 4.765
O 1.348 -2.734 5.861
O 2.524 -3.938 4.531
H 0.274 -2.238 3.552
H 1.802 -2.528 2.673
H 1.520 -1.137 3.740
C -1.649 3.749 1.723
N -1.821 4.130 0.283
O -1.792 5.331 0.102
O -2.057 3.290 -0.546
H -2.302 2.886 1.835
H -1.890 4.624 2.308
H -0.639 3.356 1.835
C -1.040 0.646 -3.010
N -1.321 0.538 -4.467
O -1.480 1.580 -5.072
O -1.386 -0.545 -5.003
H -0.237 1.360 -2.873
H -0.766 -0.344 -2.655
H -2.001 0.940 -2.596
C -2.644 -2.556 -0.330
N -3.109 -2.758 -1.739
O -2.571 -3.588 -2.428
O -3.898 -1.931 -2.155
H -3.047 -1.629 0.058
H -1.562 -2.524 -0.228
H -2.981 -3.458 0.179
*
```

C6H18N2O2 | ωB97M-V with the def2-TZVPD basis set

<S²> = 0.76
HOMO (alpha / beta) = -0.3200 / -0.4459 Ha
E_tot = -13580.01983 eV
Lowest unoccupied orbital energy (alpha / beta) = -3.03 / -3.05 eV

```
! RIJCOSX wB97M-V def2-TZVPD def2/J DEFGRID3
* xyz 1 2
C -2.245 -1.281 -1.389
C -1.715 -0.936 -0.030
C -0.334 -0.244 -0.174
C 0.255 0.017 1.213
C 0.246 -0.864 2.215
C 1.352 2.012 0.322
N 0.805 1.295 1.328
N -2.593 0.100 0.648
H -1.580 -2.072 -1.769
H -3.173 -1.852 -1.411
H -2.055 -0.524 -2.148
H -1.543 -1.710 0.712
H 0.278 -0.858 -0.819
H -0.512 0.756 -0.573
H 0.073 -1.930 2.096
H 0.626 -0.746 3.223
H 1.958 2.873 0.521
H 1.392 1.667 -0.692
H 0.698 1.639 2.268
H -3.508 -0.186 0.994
H -2.772 0.826 -0.054
H -2.058 0.611 1.360
H 1.509 0.358 -3.400
H 2.041 -0.736 -2.558
O 1.603 0.119 -2.469
H 3.794 0.783 -0.591
H 4.048 0.265 0.900
O 3.413 0.617 0.274
*
```

C6H18N2O2P | ωB97M-V with the def2-TZVPD basis set

HOMO = -0.4523 Ha
E_tot = -22870.57500 eV
Lowest unoccupied orbital energy = -3.52 eV

```
! RIJCOSX wB97M-V def2-TZVPD def2/J DEFGRID3
* xyz 1 1
C 2.343 -1.041 -2.475
C -1.316 3.498 2.001
C 0.496 -2.137 -0.131
C 0.259 -1.000 -1.205
C -0.778 -2.595 0.688
C 1.560 -0.271 -1.470
N -1.619 -1.548 1.245
N 1.802 0.726 -0.696
O -0.489 2.924 -0.427
O -1.902 1.129 0.854
P -0.611 2.128 1.032
H 3.388 -0.606 -2.607
H 1.732 -0.992 -3.458
H 2.374 -2.090 -1.882
H -1.416 3.411 3.012
H -0.861 4.425 1.910
H -2.264 3.902 1.742
H 1.120 -1.857 0.647
H 0.928 -2.948 -0.623
H -0.521 -0.410 -0.655
H -0.060 -1.653 -1.969
H -0.445 -3.255 1.404
H -1.464 -3.066 -0.092
H -0.903 -1.049 1.773
H -2.282 -1.852 1.940
H -0.602 3.872 -0.406
H -2.046 0.195 0.698
H 2.672 1.197 -0.800
H 0.906 0.964 -0.052
*
```

Among the records above, which one has the lowest E_tot?
C6H18MnN5O11

The lowest E_tot belongs to which entry?
C6H18MnN5O11

Look up the E_tot of the first one.
-28255.81491 eV